(1)
The following is a DFT calculation (ωB97M-V with the def2-TZVPD basis set) of C26H29N5S2SeV as an isolated structure.

Computed properties:
**Frontier orbital gap (alpha / beta)**: 6.324 / 6.655 eV
**Spin multiplicity**: 4

```
64
Properties=species:S:1:pos:R:3:forces:R:3
V 0.305 -0.644 -0.600 -0.43 0.14 0.15
C 4.389 -0.582 0.932 0.05 0.05 0.00
N 3.278 -1.502 1.090 -0.10 -0.08 -0.02
C 2.814 -2.024 2.281 0.02 0.00 0.06
C 1.705 -2.734 2.026 -0.03 -0.02 0.01
N 1.454 -2.616 0.657 -0.06 0.01 -0.03
C 2.463 -1.851 0.073 0.11 -0.01 -0.02
S 2.614 -1.419 -1.541 0.14 0.01 -0.07
C 0.546 -3.428 -0.086 0.14 0.07 0.09
C 0.352 -4.759 0.229 -0.02 -0.01 -0.09
C -0.529 -5.475 -0.570 0.04 0.05 0.03
C -1.130 -4.846 -1.647 -0.01 -0.07 0.01
C -0.866 -3.506 -1.870 0.01 0.09 -0.05
N -0.069 -2.792 -1.077 -0.03 -0.20 0.01
H 4.920 -0.523 1.879 0.00 -0.01 0.00
H 3.994 0.399 0.667 0.00 -0.01 -0.01
H 5.053 -0.942 0.150 0.00 0.00 0.00
H 3.302 -1.812 3.215 0.00 0.00 0.00
H 1.031 -3.252 2.683 -0.01 0.00 0.00
H 0.889 -5.216 1.047 0.00 -0.01 0.00
H -0.724 -6.519 -0.365 0.01 0.00 0.01
H -1.803 -5.380 -2.302 0.00 0.02 -0.01
H -1.318 -2.969 -2.692 0.01 0.00 0.01
C -0.533 0.553 -2.151 0.05 -0.01 -0.01
H -0.600 0.097 -3.150 -0.04 0.00 0.00
H 0.078 1.457 -2.261 0.03 0.00 -0.06
H -1.534 0.913 -1.881 -0.03 0.04 -0.02
N -0.797 -0.662 2.763 -0.11 -0.14 0.03
C -1.694 -1.178 1.900 -0.04 0.09 0.15
N -1.667 -0.991 0.611 0.05 -0.10 -0.16
C -2.770 -1.607 0.009 -0.03 -0.02 0.05
C -3.116 -1.521 -1.337 -0.01 0.00 0.05
C -4.234 -2.204 -1.786 0.01 0.02 -0.02
C -5.014 -2.969 -0.921 -0.02 -0.01 0.01
C -4.698 -3.044 0.425 0.02 0.00 0.01
C -3.583 -2.352 0.872 0.01 0.02 -0.01
S -2.983 -2.211 2.502 0.03 0.04 -0.03
H -0.254 0.143 2.417 0.08 0.05 -0.03
H -1.024 -0.676 3.742 -0.01 -0.01 0.00
H -2.509 -0.923 -2.000 0.02 0.04 -0.02
H -4.508 -2.133 -2.831 -0.01 0.00 0.00
H -5.884 -3.493 -1.295 0.00 0.00 0.00
H -5.309 -3.614 1.112 -0.01 0.00 -0.01
C 0.718 7.087 -0.965 0.00 -0.01 0.00
C 0.835 5.667 -0.481 0.00 0.01 0.00
C 0.163 5.230 0.650 0.00 0.01 0.00
C 0.254 3.916 1.098 -0.04 0.00 -0.02
C -0.522 3.510 2.320 0.01 0.02 -0.01
C 1.052 3.004 0.394 -0.09 -0.12 0.02
Se 1.194 1.205 1.075 0.34 0.08 -0.06
C 1.744 3.424 -0.749 0.00 0.06 0.05
C 2.648 2.531 -1.554 0.01 0.00 -0.02
C 1.617 4.747 -1.162 -0.01 -0.02 0.00
H 0.110 7.685 -0.286 0.00 0.00 0.00
H 0.256 7.127 -1.953 0.00 0.01 0.00
H 1.699 7.559 -1.044 0.00 0.01 0.00
H -0.459 5.927 1.202 0.00 0.01 0.00
H -1.061 4.363 2.732 -0.01 0.00 0.00
H 0.139 3.105 3.089 0.00 0.00 0.01
H -1.240 2.724 2.074 -0.01 0.00 0.01
H 2.534 1.487 -1.286 -0.02 -0.08 0.01
H 3.694 2.812 -1.402 0.00 -0.01 0.02
H 2.432 2.634 -2.619 0.01 0.01 0.00
H 2.153 5.063 -2.053 0.00 0.00 0.00
```
Forces are in eV/Å.



(2)
The following is a DFT calculation (ωB97M-V with the def2-TZVPD basis set) of the molecule C24H31N3O2.

Computed properties:
**Frontier orbital gap**: 9.436 eV

```
60
Properties=species:S:1:pos:R:3:forces:R:3
C -4.696 -2.399 2.068 0.19 -0.15 0.01
C -3.559 -3.165 1.401 -0.14 0.10 -0.19
C -3.081 -2.518 0.101 0.15 0.05 0.34
H -2.388 -3.193 -0.405 0.02 0.03 -0.08
H -3.935 -2.369 -0.563 -0.02 0.00 -0.10
C -2.375 -1.176 0.333 -0.08 -0.43 0.00
N -1.913 -0.600 -0.911 -0.33 0.22 -0.07
C -0.727 -0.828 -1.530 0.07 -0.38 0.33
O -0.534 -0.455 -2.672 0.23 0.11 -0.38
C 0.354 -1.515 -0.696 0.16 0.08 -0.08
C 0.940 -0.518 0.309 -0.19 -0.39 0.20
N 1.683 0.540 -0.339 -0.32 0.19 0.17
C 2.476 0.347 -1.425 0.02 -0.13 -0.45
O 3.271 1.194 -1.792 0.21 0.09 -0.15
C 2.257 -0.907 -2.239 0.12 -0.08 -0.17
C 1.513 -2.039 -1.543 -0.22 0.09 -0.13
H 1.141 -2.740 -2.294 0.05 -0.04 0.04
H 2.196 -2.578 -0.881 -0.05 -0.04 0.02
H 1.685 -0.582 -3.111 0.14 -0.01 0.11
H 3.233 -1.243 -2.594 0.00 0.09 0.06
C 1.901 1.730 0.453 0.13 0.32 0.05
H 0.935 2.106 0.805 0.04 -0.02 -0.04
H 2.360 2.466 -0.212 -0.14 -0.03 0.13
C 2.835 1.475 1.652 -0.07 -0.01 -0.26
C 4.081 0.797 1.161 0.12 0.28 0.23
N 4.031 -0.528 1.085 -0.34 -0.10 0.21
C 5.067 -1.172 0.576 0.31 -0.19 -0.18
C 6.210 -0.540 0.119 -0.01 0.05 -0.02
C 6.268 0.842 0.207 -0.07 0.00 0.04
C 5.188 1.523 0.738 0.07 -0.17 0.01
H 5.191 2.600 0.810 -0.02 0.11 0.00
H 7.138 1.379 -0.142 0.06 0.04 -0.02
H 7.025 -1.110 -0.298 0.05 -0.06 -0.02
H 4.967 -2.250 0.533 0.10 -0.08 -0.04
H 2.337 0.831 2.378 0.07 0.03 0.06
H 3.073 2.429 2.123 -0.05 0.01 0.06
H 1.605 -1.060 0.996 -0.17 0.05 -0.01
H 0.149 -0.037 0.894 0.05 -0.06 -0.02
H -0.085 -2.353 -0.149 0.01 0.09 0.06
C -2.880 0.261 -1.582 0.13 0.11 -0.21
C -2.933 1.593 -0.880 -0.18 -0.02 0.01
C -1.785 2.376 -0.825 -0.03 0.01 0.00
C -1.792 3.580 -0.146 0.09 0.00 -0.02
C -2.946 4.015 0.485 -0.09 0.08 0.07
C -4.093 3.242 0.432 -0.05 0.12 0.09
C -4.084 2.034 -0.244 0.06 -0.04 -0.11
H -4.983 1.433 -0.282 -0.08 -0.09 -0.01
H -4.995 3.579 0.921 -0.07 0.03 0.05
H -2.952 4.956 1.015 0.00 0.08 0.04
H -0.896 4.183 -0.113 0.08 0.06 -0.01
H -0.889 2.035 -1.324 0.16 -0.06 -0.07
H -3.862 -0.218 -1.589 0.02 0.02 -0.01
H -2.535 0.386 -2.611 -0.17 -0.07 0.15
H -3.067 -0.460 0.782 0.12 0.00 0.07
H -1.551 -1.320 1.033 -0.03 0.07 0.03
H -3.902 -4.177 1.176 0.08 -0.04 0.06
H -2.719 -3.248 2.094 0.05 -0.10 0.02
H -5.058 -2.945 2.935 -0.09 0.03 0.10
H -5.525 -2.271 1.376 -0.13 0.05 -0.06
H -4.368 -1.417 2.400 -0.04 0.14 0.06
```
Forces are in eV/Å.



(3)
The following is a DFT calculation (ωB97M-V with the def2-TZVPD basis set) of a 2-piece molecular cluster, C2H9NO overall.

Computed properties:
**Frontier orbital gap**: 11.181 eV

```
13
Properties=species:S:1:pos:R:3:forces:R:3
C -3.439 -0.222 -0.068 -1.32 1.35 0.03
H -3.141 0.311 -1.077 -0.27 -1.50 2.15
H -2.641 -0.390 0.693 -0.23 0.04 -1.17
H -4.068 -1.155 -0.193 1.00 1.03 -0.20
H -4.137 0.520 0.460 0.83 -0.92 -0.81
N 1.161 0.281 -0.474 2.29 1.55 -0.15
C 2.132 -0.175 0.561 0.20 2.43 -0.35
O 3.597 0.110 0.438 -1.24 0.29 -0.47
H 1.377 1.310 -0.586 -0.73 -1.26 0.26
H 1.389 -0.072 -1.416 -0.09 -0.28 0.69
H 1.804 0.367 1.494 0.57 -0.86 -0.83
H 2.083 -1.215 0.638 -0.37 -1.59 0.33
H 3.884 0.331 -0.469 -0.64 -0.27 0.53
```
Forces are in eV/Å.



(4)
The following is a DFT calculation (ωB97M-V with the def2-TZVPD basis set) of a 12-piece molecular cluster, C58H94O28P2 overall.

Computed properties:
**Frontier orbital gap**: 7.827 eV

```
182
Properties=species:S:1:pos:R:3:forces:R:3
C -7.203 -4.475 1.828 0.99 0.35 0.37
C -5.898 -4.852 1.541 -0.32 -0.37 0.05
C -5.583 -6.195 1.407 -0.34 -1.01 1.25
C -6.480 -7.180 1.879 -1.54 1.03 -1.25
C -7.809 -6.777 2.161 1.28 0.09 -0.56
C -8.152 -5.443 2.076 -0.65 -0.05 0.48
O -9.484 -5.214 2.314 -0.36 0.14 0.05
O -4.324 -6.483 0.986 0.65 0.07 -0.23
H -7.333 -3.415 1.987 -0.63 0.09 -0.14
H -5.100 -4.124 1.497 -0.05 0.10 -0.38
H -6.340 -8.243 1.750 0.59 -0.09 0.22
H -8.638 -7.439 2.367 0.29 -0.40 0.13
H -9.705 -4.294 2.476 0.32 0.16 -0.11
H -4.176 -7.425 0.876 -0.22 -0.09 0.11
C 0.881 5.588 -7.471 -1.85 -0.70 -0.96
C -0.011 4.672 -6.853 3.03 2.61 -0.01
C -1.212 4.434 -7.419 -1.24 -1.50 1.95
C -1.548 4.851 -8.670 -0.05 0.71 -0.69
C -0.675 5.710 -9.329 -0.71 -0.01 -0.24
C 0.484 6.131 -8.725 1.46 -0.65 1.76
O 1.275 7.046 -9.343 -0.01 0.40 -0.64
O -2.119 3.741 -6.647 -1.13 -0.53 -0.91
H 1.798 5.876 -6.977 0.11 0.07 -0.07
H 0.250 4.404 -5.840 -0.27 -0.51 0.06
H -2.524 4.633 -9.078 0.01 -0.12 -0.02
H -0.976 6.132 -10.276 0.16 0.02 -0.13
H 2.017 7.278 -8.780 0.01 -0.06 0.07
H -1.992 3.803 -5.697 0.48 0.22 -0.08
C -6.900 4.349 2.474 1.27 -2.50 0.79
C -6.541 3.225 3.247 -0.43 1.34 -0.95
C -6.110 2.079 2.603 -0.01 -1.38 0.67
C -5.976 1.981 1.216 -0.66 1.30 0.05
C -6.310 3.104 0.455 0.28 0.45 0.21
C -6.691 4.282 1.098 -1.16 0.91 2.27
O -6.966 5.449 0.503 0.21 0.77 -3.58
O -5.919 0.904 3.319 0.41 -0.22 -0.50
H -7.282 5.217 2.990 0.06 0.23 -0.26
H -6.619 3.342 4.317 -0.02 -0.53 0.17
H -5.691 1.100 0.660 0.07 -0.28 0.51
H -6.242 3.050 -0.622 0.03 0.20 -0.06
H -7.323 6.204 0.977 0.12 -0.74 0.72
H -5.951 1.011 4.273 -0.09 0.45 -0.04
C 2.271 -0.240 -9.866 -1.94 2.32 -1.69
C 1.872 0.159 -11.181 1.10 -1.60 1.62
C 2.290 -0.662 -12.235 -1.57 0.91 1.24
C 3.177 -1.695 -12.053 0.51 -0.64 1.45
C 3.647 -1.986 -10.764 -1.40 0.86 0.02
C 3.025 -1.324 -9.650 3.01 -1.74 -1.73
O 3.398 -1.638 -8.396 -0.04 -0.06 1.32
O 1.608 -0.559 -13.401 0.24 0.51 -1.15
H 1.904 0.386 -9.066 0.07 -0.23 0.34
H 1.185 0.991 -11.216 0.02 -0.07 -0.66
H 3.353 -2.384 -12.866 0.41 0.13 -0.21
H 4.438 -2.708 -10.634 -0.15 -0.28 0.23
H 3.828 -2.495 -8.352 0.00 -0.04 -0.17
H 2.278 -0.675 -14.079 -0.27 -0.08 -0.59
C 5.876 -3.487 2.051 1.00 1.77 -1.41
C 5.895 -2.090 1.846 -1.58 -2.44 1.51
C 4.827 -1.389 2.438 1.54 0.17 -0.73
C 3.820 -2.004 3.182 0.43 -1.28 -0.58
C 3.884 -3.404 3.333 0.17 -0.45 0.19
C 4.918 -4.140 2.782 1.16 -1.30 -0.58
O 5.053 -5.547 2.907 -1.56 1.10 0.80
O 4.826 -0.058 2.196 -1.19 1.41 0.49
H 6.611 -4.001 1.450 0.22 -0.59 0.36
H 6.706 -1.690 1.255 -0.27 0.48 -0.01
H 2.947 -1.495 3.563 0.25 0.35 0.05
H 3.172 -3.997 3.888 -0.41 0.38 0.15
H 5.787 -5.940 2.430 0.15 0.68 -0.19
H 5.708 0.301 2.078 0.06 -0.28 -0.06
C 4.058 5.148 7.784 -0.92 0.09 -0.01
C 2.944 5.853 7.270 0.93 -1.96 -1.60
C 2.293 5.297 6.129 0.97 -0.34 2.01
C 2.681 4.021 5.652 -0.15 1.14 0.58
C 3.773 3.321 6.211 -1.35 0.91 -0.04
C 4.432 3.885 7.295 0.96 -0.33 0.40
O 5.469 3.088 7.865 -1.23 1.05 -0.70
O 1.184 5.932 5.657 -0.12 -0.36 -0.69
H 4.528 5.581 8.655 0.32 -0.14 0.10
H 2.595 6.788 7.683 0.16 0.07 0.16
H 2.013 3.630 4.898 0.35 -0.39 -0.27
H 4.009 2.324 5.870 0.15 0.03 -0.02
H 5.907 3.586 8.559 -0.01 0.13 0.08
H 1.155 6.811 6.041 -0.07 0.06 -0.01
C 1.735 -5.287 7.996 -0.94 -0.67 -0.13
O 1.695 -3.856 7.848 -0.55 0.40 0.64
P 0.458 -3.148 8.638 -2.13 -1.46 1.17
O -0.571 -4.078 9.286 2.39 2.10 -2.33
O 1.074 -2.281 9.837 0.10 -0.11 -1.19
C 2.041 -1.284 9.539 0.04 1.70 -0.78
O -0.041 -2.075 7.500 0.92 -0.98 1.19
C -1.025 -2.484 6.530 -0.79 0.02 0.79
H 1.842 -5.583 9.040 0.06 0.08 -0.07
H 2.479 -5.794 7.381 0.41 0.82 0.01
H 0.775 -5.640 7.619 -0.01 -0.36 0.30
H 1.648 -0.281 9.701 -0.45 -0.07 0.85
H 2.206 -1.153 8.470 0.56 -0.86 -0.15
H 2.965 -1.356 10.113 -0.18 -0.56 -0.13
H -1.983 -2.303 7.017 -0.19 0.03 -0.29
H -1.013 -3.549 6.297 0.44 0.04 -0.09
H -0.953 -1.867 5.635 0.33 -0.09 0.19
C -1.183 -0.575 0.121 1.30 -0.70 -0.13
O -1.766 0.175 -0.952 -0.07 1.12 -0.20
P -1.075 1.559 -1.404 1.50 1.72 1.31
O -1.820 2.488 -2.287 0.01 -1.43 1.10
O -0.527 2.224 0.060 -0.42 -0.37 -3.61
C -1.465 3.102 0.701 -0.76 -1.33 1.13
O 0.357 1.176 -2.016 -0.60 0.30 2.00
C 0.458 0.497 -3.217 -0.30 -1.10 -1.93
H -1.700 -0.511 1.078 -0.43 0.20 -0.38
H -0.142 -0.303 0.299 -0.03 0.50 0.00
H -1.075 -1.607 -0.213 -0.63 -0.08 0.03
H -1.669 2.434 1.538 -0.78 0.90 0.70
H -2.393 3.278 0.157 0.17 -0.12 -0.31
H -1.105 4.068 1.055 0.70 -0.26 -0.36
H -0.489 0.168 -3.645 -0.47 0.55 0.05
H 0.951 -0.472 -3.146 0.66 0.25 0.52
H 0.953 1.133 -3.951 0.08 -0.13 0.04
C -4.779 -1.523 -6.064 -0.50 0.37 0.01
O -5.554 -2.513 -5.401 1.50 -0.04 1.99
C -4.975 -2.899 -4.076 -0.22 -1.32 -2.11
C -3.884 -3.989 -4.205 -0.01 0.30 1.06
O -2.706 -3.476 -4.716 1.29 1.86 -2.48
C -1.713 -4.411 -5.014 0.00 -0.70 -0.49
H -4.369 -0.799 -5.360 0.22 -0.06 0.16
H -5.476 -0.952 -6.676 0.05 -0.14 -0.27
H -3.973 -1.928 -6.677 -0.01 -0.14 0.06
H -5.847 -3.354 -3.607 0.23 0.14 0.44
H -4.530 -2.096 -3.488 -0.40 0.49 -0.29
H -4.231 -4.869 -4.746 -0.12 -0.09 -0.05
H -3.448 -4.217 -3.232 -1.52 -0.96 1.02
H -0.800 -3.984 -5.430 0.03 0.78 0.86
H -1.939 -5.060 -5.860 -0.89 -0.40 -0.03
H -1.535 -5.047 -4.146 0.41 -0.09 0.15
C 4.075 5.145 -1.991 0.67 0.20 0.56
O 5.388 5.477 -2.321 1.74 0.57 -1.40
C 6.362 4.408 -2.349 -0.08 1.52 1.24
C 7.789 4.911 -2.839 -2.71 -1.11 -0.01
O 8.486 5.585 -1.811 -0.36 -1.42 -0.21
C 9.016 6.787 -2.250 -0.01 1.08 0.12
H 4.085 4.930 -0.923 -0.61 -0.55 0.16
H 3.715 4.324 -2.610 -0.33 -0.13 0.13
H 3.493 6.057 -2.128 -0.15 -0.20 -0.19
H 5.910 3.562 -2.868 0.49 -0.15 -0.47
H 6.484 4.146 -1.298 0.23 -0.55 0.18
H 7.577 5.480 -3.744 0.28 0.67 0.16
H 8.266 4.005 -3.210 0.66 -0.08 0.38
H 9.740 7.197 -1.545 0.21 -0.51 0.12
H 8.212 7.523 -2.238 -0.06 0.30 -0.66
H 9.487 6.660 -3.225 0.02 0.36 -0.11
C 2.446 -5.012 -2.024 0.92 -0.24 -1.56
O 2.291 -5.863 -3.203 -0.51 1.51 2.00
C 3.173 -6.923 -3.287 -0.96 -1.75 -1.05
C 2.598 -7.761 -4.447 1.41 0.35 -0.91
O 3.121 -7.170 -5.649 0.04 0.19 0.23
C 2.726 -7.787 -6.854 0.13 -0.56 0.79
H 3.462 -4.624 -2.085 0.13 0.34 0.20
H 2.370 -5.500 -1.052 -0.44 -0.42 -0.16
H 1.753 -4.177 -2.133 -0.07 -0.27 0.09
H 3.217 -7.585 -2.423 -0.41 0.16 0.62
H 4.219 -6.697 -3.498 0.08 0.58 -0.28
H 1.510 -7.784 -4.515 -0.15 0.27 0.45
H 2.939 -8.793 -4.361 0.18 -0.28 -0.08
H 3.171 -7.259 -7.698 -0.28 0.19 0.16
H 1.640 -7.866 -6.898 -0.20 0.27 -0.37
H 3.105 -8.809 -6.872 0.11 -0.31 -0.13
C -3.837 5.510 6.848 -0.50 -0.57 -1.76
O -4.437 4.606 7.745 1.00 0.26 1.69
C -3.439 4.132 8.702 -0.96 0.83 -0.18
C -4.193 3.364 9.761 0.09 -0.84 0.47
O -3.418 2.712 10.792 -0.22 -0.09 -1.13
C -2.673 1.536 10.371 -0.58 1.21 0.74
H -3.304 4.863 6.151 0.27 0.37 -0.56
H -3.153 6.317 7.110 0.13 -0.27 1.32
H -4.634 6.038 6.324 -0.17 -0.29 -0.14
H -3.094 5.023 9.226 0.85 0.00 -0.29
H -2.661 3.579 8.176 0.18 0.02 0.08
H -4.838 2.638 9.267 -0.21 -0.16 0.03
H -4.800 4.122 10.256 -0.18 -0.36 0.21
H -1.791 1.886 9.834 0.15 -0.45 -0.05
H -3.255 0.818 9.793 -0.22 0.24 -0.30
H -2.431 1.039 11.311 0.37 0.06 -0.16
```
Forces are in eV/Å.



Results for largest force on an atom: 0.5; 0.5; 2.8; 4.0 (in eV Å⁻¹, following the order of the records).